C38H66F3IN2O12S | the ωB97M-V functional and the def2-TZVPD basis

Calculated values
- molecular weight (g mol⁻¹) = 958.91
- HOMO level (eV) = -8.620
- structure (SMILES) = C[C@H](Cc1cc(I)c2nsnc2c1COC(F)(F)F)OCc1ccccc1.COCCOC.COCCOC.COCCOC.COCCOC.COCCOC
- electronic energy (eV) = -95098.198
- net charge = 0
- frontier orbital gap (hartree) = 0.2562

Cartesian coordinates (Å):
1 C 0.390 3.520 0.328
2 C 0.545 1.915 0.624
3 C -0.213 1.644 2.017
4 C -1.169 0.362 2.031
5 C -0.967 -0.661 3.236
6 C -1.884 -1.929 3.372
7 I -1.642 -3.303 5.074
8 C -3.023 -2.287 2.347
9 N -3.954 -3.388 2.308
10 S -4.912 -3.133 0.896
11 N -4.281 -1.643 0.279
12 C -3.201 -1.256 1.164
13 C -2.290 0.043 1.015
14 C -2.607 1.026 -0.201
15 O -2.748 2.428 0.190
16 C -3.530 3.079 -0.799
17 F -3.232 2.681 -2.130
18 F -3.249 4.464 -0.704
19 F -4.938 2.913 -0.599
20 O 1.976 1.674 0.665
21 C 2.277 0.283 0.921
22 C 1.717 -0.732 -0.200
23 C 1.145 -2.127 0.176
24 C 0.583 -3.016 -0.988
25 C 0.593 -2.483 -2.453
26 C 1.188 -1.097 -2.840
27 C 1.749 -0.212 -1.685
28 H 1.383 3.844 -0.164
29 H -0.494 3.679 -0.375
30 H 0.305 4.097 1.323
31 H 0.040 1.409 -0.289
32 H -0.877 2.555 2.289
33 H 0.580 1.537 2.834
34 H -0.197 -0.516 4.063
35 H -3.607 0.660 -0.662
36 H -1.825 0.913 -1.035
37 H 3.434 0.191 0.868
38 H 2.003 -0.068 1.991
39 H 1.161 -2.425 1.277
40 H 0.132 -4.048 -0.755
41 H 0.149 -3.134 -3.284
42 H 1.202 -0.702 -3.912
43 H 2.179 0.824 -1.915
44 C -4.511 -2.867 7.598
45 O -3.256 -2.663 8.238
46 C -3.140 -1.357 8.803
47 C -3.407 -1.374 10.306
48 O -4.756 -1.735 10.594
49 C -4.889 -3.103 10.959
50 H -4.648 -3.940 7.455
51 H -5.342 -2.487 8.196
52 H -4.508 -2.375 6.621
53 H -3.809 -0.655 8.295
54 H -2.111 -1.025 8.634
55 H -3.253 -0.367 10.702
56 H -2.708 -2.045 10.821
57 H -4.575 -3.239 11.997
58 H -4.303 -3.760 10.311
59 H -5.941 -3.378 10.869
60 C 9.089 -0.321 -0.863
61 O 8.382 -1.170 -1.759
62 C 7.461 -2.027 -1.085
63 C 6.035 -1.490 -1.166
64 O 5.901 -0.253 -0.468
65 C 5.950 0.872 -1.336
66 H 9.538 0.486 -1.445
67 H 8.430 0.119 -0.110
68 H 9.882 -0.888 -0.368
69 H 7.764 -2.177 -0.043
70 H 7.498 -2.998 -1.589
71 H 5.361 -2.204 -0.686
72 H 5.716 -1.381 -2.210
73 H 4.987 0.990 -1.839
74 H 6.743 0.780 -2.084
75 H 6.145 1.760 -0.733
76 C -3.986 3.913 -4.274
77 O -4.437 4.794 -5.297
78 C -3.367 5.513 -5.909
79 C -2.962 4.884 -7.239
80 O -2.416 3.579 -7.056
81 C -3.362 2.550 -7.315
82 H -4.786 3.203 -4.063
83 H -3.096 3.356 -4.577
84 H -3.769 4.484 -3.369
85 H -2.510 5.582 -5.231
86 H -3.730 6.528 -6.097
87 H -2.180 5.498 -7.694
88 H -3.810 4.855 -7.934
89 H -3.470 2.412 -8.393
90 H -4.339 2.771 -6.876
91 H -2.987 1.625 -6.875
92 C -7.509 1.320 1.109
93 O -8.583 0.558 0.570
94 C -9.736 0.570 1.410
95 C -10.777 1.570 0.915
96 O -10.298 2.910 0.999
97 C -9.818 3.398 -0.247
98 H -6.793 1.509 0.309
99 H -7.847 2.280 1.508
100 H -7.015 0.750 1.901
101 H -9.456 0.779 2.449
102 H -10.169 -0.434 1.375
103 H -11.661 1.504 1.555
104 H -11.090 1.334 -0.110
105 H -10.662 3.683 -0.881
106 H -9.204 2.659 -0.770
107 H -9.206 4.281 -0.055
108 C 12.511 -3.671 -2.218
109 O 11.168 -3.947 -2.594
110 C 10.527 -2.823 -3.200
111 C 10.513 -2.943 -4.721
112 O 11.832 -2.899 -5.263
113 C 12.342 -4.190 -5.565
114 H 13.017 -4.622 -2.044
115 H 13.051 -3.128 -2.999
116 H 12.522 -3.087 -1.294
117 H 11.005 -1.889 -2.884
118 H 9.497 -2.810 -2.840
119 H 9.967 -2.092 -5.135
120 H 9.995 -3.857 -5.037
121 H 11.911 -4.546 -6.504
122 H 12.131 -4.912 -4.771
123 H 13.424 -4.110 -5.680